(1)
DFT (ωB97M-V/def2-TZVPD) results for a cluster of 7 separate species, C11H36N6O7 in total.

CARTESIAN COORDINATES (ANGSTROEM)
C  -7.606  -23.235  13.554
O  -7.189  -21.933  13.212
H  -7.720  -23.167  14.630
H  -6.896  -23.926  13.167
H  -8.594  -23.519  13.159
H  -7.751  -21.342  13.692
C  -4.947  -23.253  16.365
O  -3.878  -22.403  16.613
H  -5.506  -23.527  17.219
H  -4.616  -24.164  15.876
H  -5.585  -22.677  15.691
H  -4.253  -21.692  17.157
C  -3.107  -23.640  13.230
O  -4.460  -23.869  13.336
N  -2.434  -23.124  14.225
N  -2.356  -23.716  12.191
H  -2.886  -22.941  15.112
H  -1.449  -22.973  14.157
H  -2.811  -24.076  11.315
H  -1.331  -23.676  12.168
C  -7.571  -20.115  15.897
O  -7.569  -21.433  16.260
N  -6.699  -19.292  16.357
N  -8.314  -19.604  14.993
H  -5.928  -19.702  16.916
H  -6.784  -18.322  16.400
H  -9.118  -20.175  14.680
H  -8.315  -18.572  14.773
C  -1.438  -19.988  17.682
O  -1.315  -20.682  18.814
N  -1.530  -20.593  16.582
N  -1.528  -18.670  17.585
H  -2.041  -21.475  16.735
H  -1.690  -20.081  15.717
H  -1.681  -18.198  18.541
H  -1.489  -18.133  16.706
C  -6.341  -20.833  19.284
C  -5.067  -19.986  19.113
C  -4.021  -20.349  20.137
O  -4.541  -20.040  17.996
H  -6.509  -20.781  20.375
H  -6.279  -21.828  18.845
H  -7.238  -20.353  18.851
H  -5.402  -18.982  19.177
H  -4.373  -20.137  21.147
H  -3.262  -19.539  20.146
H  -3.612  -21.312  19.847
H  -3.717  -19.540  17.924
C  -4.080  -20.281  12.220
C  -3.263  -19.817  13.467
C  -4.223  -19.568  14.616
O  -2.318  -20.538  13.803
H  -4.466  -19.367  11.794
H  -4.948  -20.874  12.559
H  -3.401  -20.814  11.509
H  -2.884  -18.848  13.242
H  -4.525  -20.465  15.068
H  -5.185  -19.167  14.337
H  -3.714  -18.988  15.413
H  -2.652  -21.389  14.026

**Electronic energy**: -1295.799377 Ha
**Largest force on an atom**: 11.7 eV/A
**SMILES**: NC(N)=O.NC(N)=O.NC(N)=O.CC(C)O.CC(C)O.CO.CO
**LUMO**: 0.21 eV
**Total charge**: 0

Results of the Mulliken charge analysis, in e, for atoms 1 through 8: number 1, C, carries -0.427; number 2, O, carries -0.475; number 3, H, carries 0.174; number 4, H, carries 0.144; number 5, H, carries 0.292; number 6, H, carries 0.208; number 7, C, carries -0.685; number 8, O, carries -0.632


(2)
DFT (ωB97M-V/def2-TZVPD) results for a cluster of 10 separate species, C7H30O10 in total.

CARTESIAN COORDINATES (ANGSTROEM)
C  -1.017  2.528  -3.119
C  -1.027  1.792  -1.765
C  0.032  0.744  -1.549
C  0.310  0.476  -0.254
C  1.064  -0.650  0.332
C  0.996  -1.178  1.558
O  1.947  -2.075  1.943
C  0.419  -0.198  -2.641
H  -0.984  1.817  -4.006
H  -0.047  3.155  -3.200
H  -1.828  3.289  -3.139
H  -2.009  1.222  -1.701
H  -1.260  2.424  -0.903
H  0.183  1.225  0.537
H  1.937  -0.932  -0.238
H  0.356  -0.810  2.406
H  2.661  -2.233  1.312
H  1.101  -0.896  -2.144
H  0.726  0.247  -3.591
H  -0.509  -0.517  -3.169
H  -1.659  -1.112  -0.039
H  -1.666  0.060  1.010
O  -2.214  -0.566  0.527
H  3.243  1.757  1.559
H  4.480  1.528  1.003
O  4.175  1.996  1.791
H  -4.295  -0.596  -2.044
H  -3.897  0.239  -0.806
O  -4.435  0.214  -1.571
H  4.023  -0.060  -1.237
H  2.611  0.570  -1.122
O  3.399  0.312  -0.596
H  0.403  -3.570  1.317
H  1.491  -4.475  0.662
O  0.601  -4.168  0.562
H  -1.549  0.054  3.379
H  -0.700  1.384  3.112
O  -0.878  0.463  2.842
H  -3.029  -2.594  2.599
H  -1.787  -1.872  2.888
O  -2.362  -2.514  3.302
H  -0.676  -2.554  -1.748
H  -0.056  -2.958  -0.369
O  -0.645  -2.298  -0.813
H  0.689  3.779  3.144
H  1.149  4.047  1.739
O  0.531  3.504  2.239

**Electronic energy**: -1036.998204 Ha
**Largest force on an atom**: 2.2 eV/A
**SMILES**: CC/C(C)=C/C=C/O.O.O.O.O.O.O.O.O.O
**LUMO**: 0.09 eV
**Total charge**: 0

Results of the Mulliken charge analysis, in e, for atoms 1 through 8: number 1, C, carries -1.200; number 2, C, carries -0.179; number 3, C, carries 1.991; number 4, C, carries -1.427; number 5, C, carries 0.372; number 6, C, carries -0.837; number 7, O, carries -0.584; number 8, C, carries -2.169


- Look up the LUMO of the first one.
  0.21 eV